Formula: C44H55CrN17O18
Source: the OMol25 dataset
Level of theory: ωB97M-V/def2-TZVPD

Computed properties:
HOMO-LUMO gap (alpha / beta) (eV): 4.37 / 4.72
Calculated total energy (eV): -137100.6346
Net charge: -3
2S+1: 4
⟨S²⟩: 3.85

Each line ends with the Mulliken spin population.
Positions of all 135 atoms, in Å:
Cr: -1.665 -2.417 -0.966  2.92
N: -1.481 -3.447 -4.101  0.00
O: -2.568 -3.834 -4.446  0.01
O: -0.562 -3.537 -4.875  0.00
O: -1.319 -2.933 -2.978  0.03
N: -0.167 -0.274 -0.500  -0.02
O: -0.220 -1.294 0.198  -0.01
O: 0.393 0.745 -0.276  0.00
O: -0.977 -0.446 -1.416  0.06
N: -3.024 -3.122 1.938  0.00
O: -3.322 -2.467 2.848  0.00
O: -2.518 -2.534 0.969  0.00
O: -3.167 -4.346 1.891  0.01
N: -0.335 -5.255 0.042  0.00
O: -0.492 -4.123 -0.410  0.01
O: 0.653 -5.895 -0.211  0.00
O: -1.289 -5.856 0.570  0.01
N: -4.681 -1.412 -2.315  0.01
O: -4.966 -2.309 -3.119  0.00
O: -5.418 -0.523 -2.075  0.00
O: -3.603 -1.547 -1.756  0.05
N: -3.809 -5.125 -1.454  0.01
O: -4.432 -5.160 -2.503  0.00
O: -3.118 -4.184 -1.239  -0.06
O: -3.912 -5.907 -0.502  -0.03
N: 2.654 -3.195 -1.154  0.00
C: 2.252 -3.604 -2.371  0.00
C: 1.955 -2.501 -3.190  0.00
C: 2.111 -1.371 -2.417  0.00
C: 2.463 -1.867 -1.239  0.00
H: 2.928 -3.685 -0.314  0.00
H: 2.072 -4.652 -2.559  0.00
H: 1.604 -2.623 -4.204  0.00
H: 2.027 -0.325 -2.672  0.00
H: 2.609 -1.303 -0.329  0.00
N: -2.954 1.539 7.005  0.00
C: -1.896 1.035 6.278  0.00
C: -2.405 0.101 5.414  0.00
C: -3.821 -0.044 5.748  0.00
C: -4.066 0.789 6.789  0.00
H: -2.928 2.241 7.731  0.00
H: -0.913 1.483 6.262  0.00
H: -1.932 -0.350 4.555  0.00
H: -4.572 -0.703 5.339  0.00
H: -4.933 0.968 7.408  0.00
N: 0.324 4.245 -3.247  0.00
C: 0.670 4.806 -4.449  0.00
C: -0.107 4.202 -5.520  0.00
C: -0.886 3.230 -4.858  0.00
C: -0.590 3.284 -3.446  0.00
H: 0.627 4.496 -2.317  0.00
H: 1.404 5.596 -4.391  0.00
H: -0.135 4.445 -6.572  0.00
H: -1.643 2.564 -5.245  0.00
H: -0.883 2.696 -2.589  0.00
N: -0.957 -5.447 4.562  0.00
C: -0.040 -6.189 3.828  0.00
C: 0.606 -5.358 2.958  0.00
C: -0.066 -4.118 3.066  0.00
C: -0.995 -4.177 4.101  0.00
H: -1.493 -5.851 5.317  0.00
H: 0.163 -7.200 4.149  0.00
H: 1.346 -5.657 2.230  0.00
H: 0.157 -3.185 2.571  0.00
H: -1.678 -3.454 4.521  0.00
N: 1.521 3.666 -0.364  0.00
C: 2.412 3.504 -1.323  0.00
C: 2.988 4.693 -1.694  0.00
C: 2.270 5.656 -1.043  0.00
C: 1.497 5.014 -0.108  0.00
H: 0.894 2.966 0.005  0.00
H: 2.568 2.438 -1.401  0.00
H: 3.752 4.819 -2.448  0.00
H: 2.428 6.723 -1.077  0.00
H: 0.916 5.557 0.623  0.00
N: 1.376 0.730 2.255  0.00
C: 2.366 1.605 2.665  0.00
C: 2.740 1.279 3.980  0.00
C: 1.667 0.487 4.461  0.00
C: 1.006 0.026 3.371  0.00
H: 0.962 0.699 1.335  0.00
H: 2.928 2.130 1.908  0.00
H: 3.569 1.679 4.545  0.00
H: 1.540 0.000 5.417  0.00
H: 0.317 -0.793 3.228  0.00
N: 5.276 1.586 -6.030  0.00
C: 5.209 2.980 -6.171  0.00
C: 4.208 3.487 -5.365  0.00
C: 3.687 2.321 -4.742  0.00
C: 4.391 1.208 -5.072  0.00
H: 5.877 0.897 -6.460  0.00
H: 5.852 3.424 -6.916  0.00
H: 3.890 4.512 -5.246  0.00
H: 2.918 2.460 -3.997  0.00
H: 4.285 0.168 -4.800  0.00
N: -1.450 -0.742 -6.143  0.00
C: -2.788 -1.022 -6.388  0.00
C: -3.609 -0.532 -5.459  0.00
C: -2.824 0.084 -4.494  0.00
C: -1.466 -0.088 -4.925  0.00
H: -0.641 -0.973 -6.702  0.00
H: -2.965 -1.484 -7.348  0.00
H: -4.679 -0.488 -5.598  0.00
H: -3.161 0.593 -3.603  0.00
H: -0.517 0.201 -4.498  0.00
N: -3.356 0.327 2.028  0.00
C: -2.264 1.124 1.987  0.00
C: -2.234 1.725 0.701  0.00
C: -3.429 1.457 0.076  0.00
C: -4.143 0.587 0.932  0.00
H: -3.653 -0.322 2.743  0.00
H: -1.532 1.166 2.780  0.00
H: -1.415 2.334 0.349  0.00
H: -3.705 1.817 -0.904  0.00
H: -5.108 0.130 0.768  0.00
N: 3.738 -1.755 2.681  0.00
C: 4.793 -1.584 1.856  0.00
C: 5.392 -2.760 1.536  0.00
C: 4.520 -3.757 2.016  0.00
C: 3.562 -3.126 2.818  0.00
H: 3.038 -1.094 2.986  0.00
H: 5.037 -0.540 1.721  0.00
H: 6.361 -3.000 1.126  0.00
H: 4.677 -4.807 1.817  0.00
H: 2.802 -3.483 3.498  0.00
N: -1.737 4.953 4.611  0.00
C: -0.949 3.976 4.060  0.00
C: 0.293 4.458 3.684  0.00
C: 0.278 5.822 4.046  0.00
C: -0.992 6.113 4.542  0.00
H: -2.700 4.845 4.897  0.00
H: -1.320 2.965 3.981  0.00
H: 1.064 3.835 3.255  0.00
H: 1.149 6.461 4.028  0.00
H: -1.460 7.003 4.937  0.00

Formula: C2H5NOS2
Source: the OMol25 dataset
Level of theory: ωB97M-V/def2-TZVPD

Computed properties:
HOMO-LUMO gap (eV): 9.85
Calculated total energy (eV): -27359.9987
Net charge: 0
2S+1: 1
Structure (SMILES): CSC(=O)NS
Relative energy (zero: lowest compared OMol25 entry of this formula, charge and spin) (kJ/mol): 295.1

Each line ends with the Löwdin charge.
Positions of all 11 atoms, in Å:
C: 2.235 -0.429 -0.054  -0.32
S: 0.330 -0.988 -0.436  0.78
C: -0.385 0.620 -0.261  -0.78
O: 0.143 1.782 -0.578  -0.10
N: -1.844 0.679 0.156  -0.46
S: -3.073 -0.491 -0.406  0.61
H: 2.784 -1.397 -0.474  0.03
H: 2.496 0.602 -0.596  0.07
H: 2.387 -0.485 1.245  0.11
H: -1.935 1.631 0.621  0.11
H: -3.138 -1.523 0.782  -0.05

Formula: C18H25NO3
Source: the OMol25 dataset
Level of theory: ωB97M-V/def2-TZVPD

Computed properties:
HOMO-LUMO gap (eV): 5.55
Calculated total energy (eV): -26701.9213
Net charge: 0
2S+1: 1
Relative energy (zero: lowest compared OMol25 entry of this formula, charge and spin) (kJ/mol): 434.5

Each line ends with the Löwdin charge.
Positions of all 47 atoms, in Å:
C: -4.403 -0.391 -3.059  -0.08
C: -3.265 0.489 -2.616  -0.24
O: -2.118 -0.355 -2.381  -0.05
C: -1.017 0.367 -2.079  -0.50
C: 0.177 -0.510 -1.931  -0.24
C: -0.020 -1.911 -2.358  -0.10
C: 1.456 0.169 -2.173  -0.50
C: 2.568 -0.659 -2.791  -0.04
O: 1.664 1.331 -1.798  -0.01
O: -1.075 1.575 -1.906  0.03
H: -5.289 0.234 -3.179  0.07
H: -4.186 -0.859 -4.024  0.08
H: -4.631 -1.169 -2.325  0.08
H: -2.998 1.221 -3.392  0.13
H: -3.517 1.016 -1.684  0.12
H: -1.043 -2.246 -2.148  0.07
H: 0.121 -2.011 -3.451  0.08
H: 0.692 -2.577 -1.836  0.07
H: 2.678 -1.636 -2.288  0.07
H: 2.337 -0.830 -3.854  0.09
H: 3.513 -0.103 -2.723  0.08
C: -0.552 2.469 3.459  -0.14
C: -1.522 2.873 2.323  -0.14
C: -1.170 1.996 1.114  -0.10
N: -0.243 0.992 1.629  -0.01
C: 0.364 0.151 0.820  0.07
C: 1.345 -0.779 1.309  -0.17
C: 1.071 -1.593 2.434  -0.04
C: 2.094 -2.319 3.030  -0.07
C: 3.359 -2.390 2.427  -0.06
C: 3.603 -1.665 1.254  -0.06
C: 2.628 -0.829 0.721  0.01
C: 0.166 1.187 3.015  -0.12
H: 0.206 3.246 3.630  0.11
H: -1.062 2.285 4.410  0.11
H: -2.561 2.676 2.604  0.11
H: -1.430 3.928 2.055  0.11
H: -2.069 1.518 0.688  0.13
H: -0.696 2.587 0.306  0.14
H: 0.210 0.347 -0.232  0.08
H: 0.054 -1.631 2.822  0.12
H: 1.896 -2.858 3.956  0.11
H: 4.145 -3.014 2.864  0.11
H: 4.562 -1.760 0.743  0.11
H: 2.835 -0.182 -0.131  0.11
H: 1.259 1.278 3.103  0.14
H: -0.136 0.341 3.644  0.12

Formula: C28H17Cl2NO9PS2
Source: the OMol25 dataset
Level of theory: ωB97M-V/def2-TZVPD

Computed properties:
HOMO-LUMO gap (eV): 6.16
Calculated total energy (eV): -105237.9611
Net charge: -1
2S+1: 1
Relative energy (zero: lowest compared OMol25 entry of this formula, charge and spin) (kJ/mol): 0.0

Each line ends with the Löwdin charge.
Positions of all 60 atoms, in Å:
O: -4.158 -7.679 5.103  -0.39
S: -3.345 -6.503 5.001  0.17
O: -2.310 -6.273 5.960  -0.37
Cl: -2.295 -6.795 3.232  0.30
N: -4.160 -5.167 4.816  -0.39
S: -5.410 -5.011 3.852  0.26
O: -5.820 -3.621 3.931  -0.42
O: -5.216 -5.569 2.522  -0.43
P: -7.278 -6.010 4.440  0.45
O: -6.948 -7.576 4.135  -0.42
Cl: -7.045 -6.038 6.465  0.22
H: -6.750 -7.696 3.196  0.05
C: 3.824 -1.881 0.389  -0.06
C: 3.734 -0.498 0.507  -0.06
C: 2.520 0.092 0.813  -0.01
C: 1.389 -0.693 0.996  -0.08
C: 1.477 -2.078 0.867  -0.08
C: 2.700 -2.668 0.568  0.00
C: 0.272 -2.952 1.032  -0.28
O: 0.366 -4.153 0.908  0.11
C: -1.024 -2.285 1.329  -0.08
C: -2.168 -3.062 1.466  0.02
C: -3.385 -2.463 1.747  -0.03
C: -3.462 -1.084 1.901  -0.04
C: -2.327 -0.301 1.766  -0.01
C: -1.104 -0.895 1.476  -0.09
C: 0.094 -0.030 1.332  -0.28
O: 0.038 1.175 1.480  0.08
H: 4.774 -2.343 0.154  0.10
H: 4.612 0.118 0.356  0.10
H: 2.431 1.165 0.912  0.09
H: 2.747 -3.745 0.480  0.12
H: -2.097 -4.138 1.371  0.11
H: -4.267 -3.076 1.867  0.09
H: -4.411 -0.624 2.141  0.11
H: -2.370 0.772 1.887  0.11
C: 1.795 4.059 0.317  -0.05
C: 0.754 4.929 0.016  -0.05
C: 0.574 5.377 -1.281  0.00
C: 1.439 4.962 -2.286  -0.08
C: 2.491 4.095 -1.983  -0.08
C: 2.662 3.644 -0.680  0.00
C: 3.450 3.645 -3.030  -0.28
O: 4.363 2.890 -2.772  0.11
C: 3.252 4.164 -4.416  -0.08
C: 4.147 3.786 -5.410  0.00
C: 3.979 4.248 -6.704  -0.06
C: 2.913 5.086 -7.013  -0.06
C: 2.020 5.467 -6.027  0.00
C: 2.186 5.010 -4.725  -0.08
C: 1.217 5.447 -3.677  -0.28
O: 0.286 6.173 -3.953  0.10
H: 1.920 3.696 1.328  0.11
H: 0.078 5.250 0.797  0.11
H: -0.236 6.047 -1.535  0.12
H: 3.476 2.965 -0.466  0.11
H: 4.966 3.130 -5.150  0.12
H: 4.677 3.953 -7.476  0.11
H: 2.781 5.442 -8.026  0.11
H: 1.185 6.118 -6.247  0.12

Formula: C5H15N2O
Source: the OMol25 dataset
Level of theory: ωB97M-V/def2-TZVPD

Computed properties:
HOMO-LUMO gap (eV): 9.46
Calculated total energy (eV): -10448.3526
Net charge: +1
2S+1: 1
Relative energy (zero: lowest compared OMol25 entry of this formula, charge and spin) (kJ/mol): 213.1

Each line ends with the Löwdin charge.
Positions of all 23 atoms, in Å:
C: -2.089 1.015 -2.460  -0.10
C: -0.605 0.827 -2.257  -0.27
C: 0.123 1.247 -0.945  -0.16
C: 0.018 0.377 0.290  -0.25
C: -0.341 0.824 1.465  -0.09
N: -0.312 -0.015 2.622  0.06
N: 0.381 -1.029 0.027  0.22
H: -2.619 0.312 -3.087  0.08
H: -2.251 2.079 -2.422  0.08
H: -2.642 0.664 -1.537  0.09
H: -0.337 -0.232 -2.446  0.09
H: -0.035 1.429 -3.012  0.12
H: -0.236 2.257 -0.751  0.12
H: 1.126 1.526 -1.335  0.13
H: -0.732 1.817 1.649  0.14
H: -0.618 0.516 3.443  0.10
H: 0.460 -0.641 2.783  0.07
H: -0.021 -1.497 -0.799  0.18
H: 1.373 -0.974 -0.260  0.16
H: 0.433 -1.625 0.838  0.11
H: 3.125 -2.012 1.276  0.08
H: 2.020 -2.856 1.864  0.08
O: 2.256 -2.381 1.055  -0.04

Formula: C5H10O
Source: the OMol25 dataset
Level of theory: ωB97M-V/def2-TZVPD

Computed properties:
HOMO-LUMO gap (eV): 10.79
Calculated total energy (eV): -7393.4354
Net charge: 0
2S+1: 1
Structure (SMILES): COC1CCC1
Relative energy (zero: lowest compared OMol25 entry of this formula, charge and spin) (kJ/mol): 128.3

Each line ends with the Löwdin charge.
Positions of all 16 atoms, in Å:
C: 2.347 0.036 0.216  -0.11
O: 1.210 -0.741 0.493  -0.15
C: 0.114 -0.400 -0.311  -0.38
C: -0.543 0.984 -0.098  -0.13
C: -1.917 0.280 -0.029  -0.17
C: -1.192 -1.075 0.129  -0.12
H: 2.186 1.096 0.464  0.09
H: 2.640 -0.028 -0.845  0.09
H: 3.161 -0.349 0.835  0.09
H: 0.351 -0.579 -1.374  0.15
H: -0.242 1.405 0.866  0.11
H: -0.404 1.739 -0.880  0.11
H: -2.478 0.355 -0.965  0.10
H: -2.574 0.577 0.792  0.10
H: -1.107 -1.381 1.176  0.12
H: -1.553 -1.919 -0.467  0.10

Formula: C2H11NO4
Source: the OMol25 dataset
Level of theory: ωB97M-V/def2-TZVPD

Computed properties:
HOMO-LUMO gap (eV): 10.38
Calculated total energy (eV): -11932.9169
Net charge: 0
2S+1: 1
Structure (SMILES): CC(N)=O.O.O.O
Relative energy (zero: lowest compared OMol25 entry of this formula, charge and spin) (kJ/mol): 81.1

Each line ends with the Löwdin charge.
Positions of all 18 atoms, in Å:
C: 1.637 -1.225 1.562  -0.01
C: 0.566 -0.407 0.893  -0.59
N: 0.182 0.698 1.581  0.16
O: 0.158 -0.679 -0.221  0.03
H: 2.252 -1.719 0.818  0.08
H: 1.146 -2.074 2.055  0.09
H: 2.189 -0.700 2.335  0.07
H: 0.367 0.746 2.568  0.10
H: -0.458 1.398 1.261  0.09
O: 0.453 3.383 -0.247  -0.06
H: 1.149 3.224 -0.893  0.04
H: 0.357 4.334 -0.164  0.03
O: 2.011 -0.987 -2.617  -0.07
H: 2.555 -0.342 -3.080  0.03
H: 1.688 -0.509 -1.840  0.00
O: -5.522 -1.883 -1.681  -0.07
H: -4.752 -1.317 -1.496  0.04
H: -5.977 -1.941 -0.834  0.03

Formula: C3H9N2S2
Source: the OMol25 dataset
Level of theory: ωB97M-V/def2-TZVPD

Computed properties:
HOMO-LUMO gap (eV): 7.79
Calculated total energy (eV): -27899.6422
Net charge: +1
2S+1: 1
Relative energy (zero: lowest compared OMol25 entry of this formula, charge and spin) (kJ/mol): 119.7

Each line ends with the Löwdin charge.
Positions of all 16 atoms, in Å:
C: 0.730 1.380 2.224  0.12
C: -0.130 1.574 1.208  -0.14
C: -0.843 0.468 0.581  -0.63
N: 0.722 -0.871 -2.010  0.08
N: -0.611 -0.869 0.845  0.10
S: -2.176 -0.958 -1.517  0.30
S: -1.835 0.852 -0.756  0.64
H: 1.418 2.101 2.576  0.08
H: 0.745 0.589 2.869  0.05
H: -0.107 2.549 0.853  0.09
H: 1.239 -0.010 -2.115  0.11
H: 0.870 -1.423 -2.840  0.09
H: 1.337 -1.512 -1.464  0.12
H: 0.245 -1.255 1.187  0.12
H: -1.056 -1.481 0.219  -0.04
H: -0.548 -1.133 -1.861  -0.08